Entry 1:
{
  "formula": "C4H12",
  "method": "ωB97M-V/def2-TZVPD",
  "s_squared": 0.754,
  "gap_ev": [13.719, 3.622],
  "e_above_lowest_ev": 0.440,
  "lumo_ev": [-2.89, -11.38],
  "homo_energy_ev": [-16.61, -15.00],
  "spin_multiplicity": 2,
  "total_charge": 1,
  "species": ["C", "C", "H", "H", "H", "H", "H", "H", "C", "C", "H", "H", "H", "H", "H", "H"],
  "xyz": [[2.319, -1.611, 0.128], [1.598, -0.395, 0.591], [2.378, -2.241, 1.059], [1.800, -2.083, -0.702], [3.392, -1.450, -0.056], [1.404, 0.277, -0.300], [2.061, 0.090, 1.447], [0.536, -0.561, 0.873], [-2.153, 1.395, 0.187], [-1.692, 0.598, -0.967], [-3.248, 1.636, 0.211], [-1.997, 0.872, 1.144], [-1.762, 2.419, 0.194], [-0.632, 0.244, -0.900], [-1.747, 1.159, -1.896], [-2.256, -0.349, -1.014]]
}

=====

Entry 2:
{
  "formula": "C11H8N2O5",
  "method": "ωB97M-V/def2-TZVPD",
  "gap_ev": 9.050,
  "e_above_lowest_ev": 4.832,
  "lumo_ev": -1.01,
  "homo_energy_ev": -10.06,
  "smiles": "O=C1C[C@@]2(CO2)C(=O)N1c1cccc([N+](=O)[O-])c1",
  "species": ["O", "C", "C", "C", "C", "O", "C", "O", "N", "C", "C", "C", "C", "C", "N", "O", "O", "C", "H", "H", "H", "H", "H", "H", "H", "H"],
  "xyz": [[-2.574, -0.888, -0.785], [-1.498, -0.633, -1.267], [-1.397, -0.608, -2.757], [0.116, -0.380, -2.915], [0.898, -0.042, -4.208], [0.734, -1.359, -3.722], [0.663, -0.177, -1.522], [1.814, 0.208, -1.263], [-0.347, -0.290, -0.586], [-0.195, -0.130, 0.824], [-0.871, -1.013, 1.667], [-0.749, -0.901, 3.045], [0.040, 0.073, 3.590], [0.675, 1.049, 2.833], [1.450, 2.030, 3.492], [1.246, 2.166, 4.716], [2.259, 2.696, 2.824], [0.589, 0.898, 1.417], [-1.677, -1.589, -3.202], [-2.004, 0.187, -3.194], [0.427, 0.120, -5.168], [1.919, 0.337, -4.184], [-1.438, -1.809, 1.233], [-1.297, -1.555, 3.695], [0.074, 0.031, 4.662], [1.141, 1.580, 0.776]]
}

=====

Entry 3:
{
  "formula": "C5H15N2O",
  "method": "ωB97M-V/def2-TZVPD",
  "s_squared": 0.753,
  "gap_ev": [9.209, 8.888],
  "e_above_lowest_ev": 1.002,
  "lumo_ev": [0.86, -0.01],
  "homo_energy_ev": [-8.35, -8.90],
  "spin_multiplicity": 2,
  "species": ["N", "C", "C", "C", "O", "C", "N", "C", "H", "H", "H", "H", "H", "H", "H", "H", "H", "H", "H", "H", "H", "H", "H"],
  "xyz": [[4.922, -0.357, -0.547], [-0.954, -0.817, -0.269], [0.281, 0.026, -0.459], [1.119, 0.077, 0.845], [2.248, 1.005, 0.673], [-2.192, -0.475, -1.025], [-3.447, -0.288, -0.237], [-3.217, 0.606, 0.902], [5.749, 0.095, -0.244], [5.041, -0.907, -1.431], [4.064, 0.273, -0.554], [-0.796, -1.905, -0.178], [0.963, -0.366, -1.211], [0.015, 1.121, -0.668], [1.472, -0.890, 1.137], [0.421, 0.406, 1.697], [2.202, 1.645, 1.311], [-2.114, 0.431, -1.550], [-2.422, -1.256, -1.758], [-3.738, -1.205, 0.105], [-3.926, 0.394, 1.679], [-2.188, 0.454, 1.237], [-3.278, 1.682, 0.562]]
}

=====

Electronic energy across the listed records, respectively: -4330.792; -24750.359; -10453.015 eV.